(1)
Below is one molecule with the formula C5H8O2, with properties calculated with the ωB97M-V functional and the def2-TZVPD basis.

Geometry (Å):
O (0.4193, 1.7040, -1.6077)
C (0.4232, 0.6770, -0.9811)
C (0.3155, -0.8132, -1.3063)
C (0.7153, -1.1556, 0.1507)
C (0.6930, 0.3474, 0.5012)
C (-0.7094, 0.8338, 0.8230)
O (-1.4685, 0.0466, 1.6886)
H (-0.5938, -1.2582, -1.7131)
H (1.1390, -0.9498, -2.0057)
H (1.7064, -1.6128, 0.2237)
H (0.0086, -1.7738, 0.7125)
H (1.5597, 0.8154, 0.9749)
H (-0.6609, 1.8974, 1.0932)
H (-1.2004, 0.7956, -0.2064)
H (-2.3471, 0.4462, 1.6525)

Spin multiplicity ... 1
HOMO ... -9.27 eV
ΔE to the lowest compared entry with this formula, charge and spin ... 203.7 kJ/mol

natural (NBO) population analysis, charges in e, atoms 1 to 4: -0.549, 0.608, -0.528, -0.404

---

(2)
Below is a 2-piece molecular cluster, C4H4N2O2 overall, with properties calculated with the ωB97M-V functional and the def2-TZVPD basis.

Geometry (Å):
C (-0.4716, -0.3980, 0.9157)
C (0.8757, -0.3898, 0.9748)
C (1.7068, 0.2426, -0.0460)
C (-0.1997, 0.5662, -1.2595)
H (-2.2742, -0.2482, 1.5599)
H (1.4156, -0.9398, 1.8228)
H (2.7363, 0.5207, 0.1665)
H (-1.8082, 0.1525, -2.2497)
N (1.1372, 0.6385, -1.0327)
N (-0.8531, 0.7130, -2.3332)
O (-1.2292, -1.0915, 1.5887)
O (-1.0355, 0.2339, -0.1072)

Spin multiplicity ... 1
HOMO ... -8.80 eV
ΔE to the lowest compared entry with this formula, charge and spin ... 436.5 kJ/mol

natural (NBO) population analysis, charges in e, atoms 1 to 4: 0.644, -0.495, 0.184, 0.651

---

(3)
Below is one molecule with the formula C3H7NO2, with properties calculated with the ωB97M-V functional and the def2-TZVPD basis.

Geometry (Å):
C (0.8770, 1.3817, -0.7993)
C (-0.5835, 1.0145, -0.5773)
O (-0.6352, 0.1598, 0.6331)
C (-0.3088, -1.1305, 0.3796)
N (-0.3982, -1.9659, 1.4638)
O (-0.0036, -1.5359, -0.7236)
H (1.3550, 0.8373, -1.6174)
H (1.2748, 1.0119, 0.1372)
H (1.1084, 2.4508, -0.8569)
H (-1.2044, 1.8879, -0.3524)
H (-1.0151, 0.4391, -1.3965)
H (-0.3952, -1.6448, 2.4180)
H (-0.0710, -2.9060, 1.2918)

Spin multiplicity ... 1
HOMO ... -10.32 eV
ΔE to the lowest compared entry with this formula, charge and spin ... 44.5 kJ/mol

natural (NBO) population analysis, charges in e, atoms 1 to 4: -0.651, -0.075, -0.530, 0.879

---

(4)
Below is an isolated ion of composition C4H8N5O and charge +1, with properties calculated with the ωB97M-V functional and the def2-TZVPD basis.

Geometry (Å):
H (1.9930, 2.6614, 0.3099)
N (1.6588, 1.7544, 0.0282)
C (2.7351, 1.0482, 0.0752)
C (2.5467, -0.5205, 0.1442)
C (1.4556, -0.8092, -0.7591)
N (0.2682, -0.7820, -0.3349)
N (-0.8675, -0.8019, 0.0351)
N (-1.6928, 0.2532, 0.0783)
C (-3.1028, 0.2171, 0.1166)
N (-3.5998, -1.0151, 0.4370)
O (-3.6680, 1.1957, -0.1934)
H (3.7727, 1.2968, 0.2150)
H (2.3227, -0.6247, 1.2765)
H (3.5235, -1.1915, -0.1403)
H (1.6505, -0.9598, -1.7386)
H (-1.2376, 1.1661, -0.1829)
H (-3.1367, -1.8627, 0.1418)
H (-4.6215, -1.0257, 0.4913)

Spin multiplicity ... 1
HOMO ... -14.36 eV
ΔE to the lowest compared entry with this formula, charge and spin ... 306.0 kJ/mol
Charge ... +1

natural (NBO) population analysis, charges in e, atoms 1 to 4: 0.373, -0.624, 0.156, -0.547

---

(5)
Below is C20H24F4N4OS3Sn as an isolated structure, with properties calculated with the ωB97M-V functional and the def2-TZVPD basis.

Geometry (Å):
Sn (-0.1226, 0.0810, 0.1127)
C (-0.6350, 0.2508, 3.8646)
C (0.0530, -1.0481, 3.4580)
N (-0.2659, -1.6094, 2.1044)
C (-1.5506, -2.3238, 2.0434)
C (-2.7985, -1.4801, 2.2339)
C (0.8510, -2.5407, 1.6909)
C (2.1580, -1.8984, 1.1741)
N (1.9241, -0.6415, 0.4814)
C (3.0171, 0.1670, 0.2643)
C (2.8637, 1.5750, -0.0044)
F (1.6590, 1.9792, -0.5462)
C (3.8577, 2.5254, 0.1018)
F (3.5793, 3.8203, -0.1551)
C (5.1731, 2.1000, 0.4281)
C (5.4029, 0.7149, 0.4972)
F (6.6474, 0.2645, 0.7661)
C (4.3840, -0.2093, 0.3149)
F (4.7274, -1.4819, -0.0404)
H (0.0338, 0.7285, 4.6028)
H (-0.7945, 0.8979, 3.0258)
H (-1.5824, 0.0361, 4.3759)
H (1.1610, -0.9423, 3.4629)
H (-0.1490, -1.8390, 4.2110)
H (-1.5579, -2.8888, 1.0945)
H (-1.4430, -3.1645, 2.7938)
H (-3.4664, -1.8030, 1.4549)
H (-3.3080, -1.6984, 3.1722)
H (-2.6049, -0.3919, 2.1020)
H (1.0693, -3.1590, 2.5894)
H (0.4759, -3.2148, 0.9441)
H (2.9190, -1.7738, 1.9692)
H (2.5731, -2.6507, 0.4273)
H (5.9908, 2.7718, 0.6057)
O (-0.2884, -1.9770, -0.7194)
N (-0.9400, -1.9974, -1.8929)
C (-1.7799, -3.0624, -2.0509)
C (-2.5125, -3.2458, -3.1926)
C (-2.4385, -2.2988, -4.2560)
C (-1.5796, -1.2267, -4.0457)
C (-0.7241, -1.1093, -2.8847)
S (0.3637, 0.1476, -2.6858)
H (-1.8127, -3.7288, -1.2091)
H (-3.2015, -4.1102, -3.2525)
H (-3.0344, -2.4068, -5.1772)
H (-1.3402, -0.4937, -4.8063)
S (-2.1597, 3.4935, 1.3525)
C (-2.2294, 3.8582, -0.2468)
N (-1.2428, 4.4835, -0.9774)
C (-1.2616, 4.2063, -2.4128)
C (-2.7169, 3.9702, -2.8668)
S (-3.5797, 3.4958, -1.3211)
H (-0.3351, 4.4591, -0.5005)
H (-0.6857, 3.2479, -2.5972)
H (-0.8363, 5.0089, -3.0049)
H (-2.8037, 3.2203, -3.6570)
H (-3.1032, 4.9124, -3.2160)

Spin multiplicity ... 1
HOMO ... -7.43 eV
ΔE to the lowest compared entry with this formula, charge and spin ... 0.0 kJ/mol

natural (NBO) population analysis, charges in e, atoms 1 to 4: 1.334, -0.626, -0.222, -0.496

---

(6)
Below is C16H14BIrN6O2S as an isolated structure, with properties calculated with the ωB97M-V functional and the def2-TZVPD basis.

Geometry (Å):
Ir (-0.1693, -0.6275, 0.8219)
C (-0.0381, 3.3424, 1.9029)
C (-0.7421, 2.1520, 1.8833)
N (0.1211, 1.1275, 1.8032)
N (1.3644, 1.6462, 1.7262)
C (1.2960, 2.9741, 1.7885)
B (2.5236, 0.6740, 1.4739)
N (2.3982, 0.2550, -0.0085)
C (3.0308, 0.6509, -1.1091)
C (2.4202, 0.0698, -2.2142)
C (1.3824, -0.6794, -1.6992)
N (1.3934, -0.5814, -0.3576)
N (2.2656, -0.5967, 2.3216)
C (3.0568, -1.1897, 3.2303)
C (2.4198, -2.3131, 3.7155)
C (1.2040, -2.3569, 3.0371)
N (1.1251, -1.3184, 2.2093)
H (-0.4389, 4.3355, 1.9969)
H (-1.8033, 1.9758, 1.9383)
H (2.1881, 3.5772, 1.7540)
H (3.5842, 1.1585, 1.7242)
H (3.8817, 1.3090, -1.0478)
H (2.6873, 0.1881, -3.2487)
H (0.6679, -1.3137, -2.1978)
H (4.0185, -0.7699, 3.4719)
H (2.7855, -3.0075, 4.4500)
H (0.3987, -3.0686, 3.1097)
O (-1.0021, 1.8148, -2.3938)
C (-1.3530, 0.9091, -1.6796)
O (-0.8038, 0.7403, -0.4872)
C (-2.4434, -0.0053, -2.0923)
C (-3.1952, 0.3175, -3.2130)
C (-4.2168, -0.5138, -3.6436)
C (-4.5077, -1.6828, -2.9497)
C (-3.7794, -2.0129, -1.8230)
C (-2.7423, -1.1725, -1.3990)
S (-1.9265, -1.7443, 0.0113)
H (-2.9573, 1.2339, -3.7350)
H (-4.7891, -0.2487, -4.5220)
H (-5.3034, -2.3347, -3.2831)
H (-4.0013, -2.9140, -1.2656)

Spin multiplicity ... 2
HOMO (spin up / spin down) ... -12.04 / -11.96 eV
ΔE to the lowest compared entry with this formula, charge and spin ... 191.9 kJ/mol
Expectation value of S² ... 0.759
Charge ... +1

natural (NBO) population analysis, charges in e, atoms 1 to 4: 1.186, -0.316, 0.036, -0.317

---

(7)
Below is C5H6N2O as an isolated structure, with properties calculated with the ωB97M-V functional and the def2-TZVPD basis.

Geometry (Å):
C (2.0784, 0.5570, -0.0356)
C (0.4470, -0.5879, 0.3885)
C (-0.8328, -1.3133, -0.0784)
C (-0.7772, 1.3825, 0.0597)
C (0.4980, 0.7343, -0.3194)
H (2.5541, 0.9215, 0.8910)
H (2.6261, 1.0173, -0.8749)
H (0.4378, -0.4601, 1.5164)
H (-1.0443, -2.2939, -0.3987)
H (-1.0270, 2.4768, 0.3067)
H (0.4915, 0.4844, -1.4312)
N (-1.9748, -0.6264, -0.1725)
N (-1.8330, 0.6753, 0.1643)
O (1.7670, -0.8905, -0.0051)

Spin multiplicity ... 1
HOMO ... -9.28 eV
ΔE to the lowest compared entry with this formula, charge and spin ... 437.6 kJ/mol

natural (NBO) population analysis, charges in e, atoms 1 to 4: -0.048, 0.039, 0.062, 0.080

---

(8)
Below is a 3-piece molecular cluster, C5H13NO2 overall, with properties calculated with the ωB97M-V functional and the def2-TZVPD basis.

Geometry (Å):
C (-2.0800, -0.1946, -2.3578)
C (-1.5037, 0.1405, -1.2019)
C (-0.8712, -0.7926, -0.3045)
C (-0.3177, -0.4523, 0.8786)
C (0.4726, -1.3685, 1.7837)
N (-0.6706, 0.6986, 1.5897)
H (-2.5224, 0.5468, -3.0035)
H (-2.2185, -1.2433, -2.6152)
H (-1.4490, 1.2005, -0.9804)
H (-0.6299, -1.8078, -0.5825)
H (0.9731, -2.1595, 1.2172)
H (-0.2427, -1.9313, 2.3934)
H (1.1412, -0.8000, 2.4208)
H (-0.5955, 0.6552, 2.5886)
H (-1.4106, 1.3028, 1.2848)
O (1.3894, 2.0204, -0.3632)
H (0.5508, 2.4559, -0.1909)
H (1.3656, 1.7339, -1.2823)
O (2.9634, -0.3380, -0.6454)
H (3.2607, 0.5748, -0.7723)
H (2.3949, -0.2415, 0.1430)

Spin multiplicity ... 1
HOMO ... -7.63 eV
ΔE to the lowest compared entry with this formula, charge and spin ... 200.0 kJ/mol

natural (NBO) population analysis, charges in e, atoms 1 to 4: -0.402, -0.208, -0.360, 0.249

---

> What is the formula in the seventh record?

C5H6N2O